Record 1
ORCA calculation (ωB97M-V/def2-TZVPD) on a molecular structure, C21H27Cl2F6N4O7PPdS2.

```
! RIJCOSX wB97M-V def2-TZVPD def2/J DEFGRID3
* xyz 0 1
Pd 0.70134 -0.90537 -2.15587
F 4.41597 -0.99358 -5.06217
C 3.83590 -1.39552 -3.94346
F 4.66892 -2.18666 -3.28232
F 2.73142 -2.08263 -4.24051
S 3.44251 0.05486 -2.86629
O 2.85122 -0.51256 -1.65144
O 4.65034 0.79444 -2.73156
N 2.33444 0.71762 -3.76879
S 1.42098 1.86052 -3.20090
O 0.61866 1.37704 -2.07771
O 2.02594 3.14277 -3.05758
C 0.23590 1.98246 -4.61192
F -0.31666 0.79999 -4.86542
F 0.84849 2.42695 -5.69840
F -0.71601 2.84206 -4.27064
Cl -4.83041 -4.92214 -0.21608
C -3.69158 -3.87249 -0.99439
C -4.16389 -2.78284 -1.73375
C -3.28383 -1.93245 -2.35263
Cl -3.87709 -0.57924 -3.23874
C -1.87707 -2.10521 -2.25548
O -1.10236 -1.26424 -2.85920
C -1.43201 -3.23598 -1.51333
C -0.03888 -3.58975 -1.43428
O 0.93062 -2.93381 -1.82321
C -2.34992 -4.10623 -0.89746
H -5.22803 -2.60290 -1.81337
H 0.18415 -4.57499 -1.00740
H -1.98297 -4.96249 -0.34261
O 0.49623 -0.76440 0.26196
P 0.23575 0.32242 1.25450
N -1.18010 1.09163 0.91211
C -2.08764 0.60984 -0.14465
C -3.45215 1.19899 0.22964
C -3.34460 1.45607 1.73633
C -1.89734 1.91734 1.88364
N 0.13447 -0.29281 2.78792
C 0.94236 0.06926 3.95117
C 0.12426 -0.50355 5.10260
C -0.37706 -1.83335 4.52658
C -0.60349 -1.54047 3.03251
N 1.37941 1.49513 1.37965
C 2.80961 1.12798 1.38281
C 3.47414 2.27105 0.62103
C 2.60354 3.47227 0.99434
C 1.18671 2.90012 0.96444
H -2.11307 -0.48053 -0.14083
H -1.75998 0.93625 -1.13106
H -4.26746 0.52559 -0.03587
H -3.61422 2.13939 -0.30092
H -3.49273 0.52670 2.29334
H -4.06199 2.19103 2.10002
H -1.49300 1.76823 2.88667
H -1.80851 2.98099 1.63375
H 1.08289 1.14796 4.00505
H 1.93498 -0.40276 3.92157
H -0.71855 0.16007 5.31462
H 0.70465 -0.62360 6.01706
H -1.28125 -2.19355 5.01612
H 0.38938 -2.60171 4.64317
H -1.66565 -1.40214 2.79926
H -0.22897 -2.34867 2.39822
H 2.95750 0.16346 0.90116
H 3.19254 1.07129 2.40825
H 3.42072 2.08747 -0.45313
H 4.52291 2.39427 0.88816
H 2.71567 4.31619 0.31380
H 2.85035 3.80954 2.00470
H 0.76810 2.95302 -0.04015
H 0.51551 3.42634 1.64735
*
```

Values from the calculation:
**Energy relative to the best compared isomer or geometry (same formula, charge and spin)**: 22.2 kcal per mole
**HOMO energy (alpha / beta)**: -8.644 / -8.573 eV

=====

Record 2
ORCA calculation (ωB97M-V/def2-TZVPD) on a molecular structure, C22H41N6O8P2Re at a distorted geometry.

```
! RIJCOSX wB97M-V def2-TZVPD def2/J DEFGRID3
* xyz 3 4
Re -0.09521 -0.12320 -0.15179
N 2.00933 0.22518 -1.17852
N 2.74762 -0.96678 -1.04941
C 2.37387 -1.89678 -0.14849
N 3.09116 -2.97493 0.02575
N 1.23510 -1.57549 0.51120
N 0.79622 -2.28647 1.65581
O 1.23934 -3.37938 1.89810
O -0.05604 -1.68564 2.26690
H 1.87447 0.41632 -2.17042
H 2.54168 1.00143 -0.78363
H 3.63745 -1.03166 -1.52454
H 3.95860 -3.13441 -0.46948
H 2.79543 -3.65684 0.71193
C -3.55444 0.51882 2.63945
C -3.43136 1.94438 2.14969
C -4.59128 2.80644 2.60047
O -3.37251 2.07618 0.67777
P -3.03346 1.37107 -0.65265
O -1.54023 1.10518 -0.90798
C -3.93070 -0.22055 -0.81880
P -2.72956 -1.57468 -0.90596
O -1.69942 -1.34815 0.20629
O -1.95632 -1.49594 -2.25857
C -2.30825 -2.16053 -3.56579
C -3.79498 -2.11895 -3.85964
C -1.74599 -3.56680 -3.57819
O -3.36354 -2.97135 -0.79438
C -3.97929 -3.56835 0.43262
C -5.48488 -3.49638 0.29548
C -3.46508 -4.98664 0.52784
O -3.61616 2.39105 -1.64776
C -3.25614 2.78360 -3.03103
C -1.86221 3.37482 -3.11375
C -3.45468 1.61135 -3.96859
H -3.58708 0.53182 3.72838
H -2.71506 -0.10067 2.33654
H -4.48901 0.07030 2.29549
H -2.50385 2.39204 2.51137
H -5.54199 2.37660 2.28321
H -4.50438 3.81136 2.19171
H -4.58439 2.87178 3.68779
H -4.53719 -0.20231 -1.72561
H -4.60172 -0.35659 0.03090
H -1.77038 -1.53967 -4.28067
H -4.35591 -2.70443 -3.13094
H -3.96419 -2.56328 -4.83924
H -4.18012 -1.10034 -3.89902
H -2.25857 -4.19671 -2.85305
H -0.67692 -3.56926 -3.36288
H -1.89105 -3.99422 -4.56940
H -3.63154 -2.97992 1.28618
H -5.81650 -4.09704 -0.55157
H -5.83834 -2.47279 0.16015
H -5.94512 -3.90138 1.19578
H -3.80912 -5.57104 -0.32558
H -3.85141 -5.44596 1.43675
H -2.37598 -5.01584 0.56380
H -3.99067 3.55849 -3.23778
H -1.10371 2.60301 -2.98850
H -1.72137 4.14236 -2.35226
H -1.73315 3.83159 -4.09338
H -2.73098 0.82308 -3.73575
H -3.28730 1.93496 -4.99482
H -4.47125 1.22134 -3.90292
C 0.38156 1.64563 1.09082
C 1.25383 1.59596 2.27121
C 2.46148 2.31146 2.26801
C 3.17990 2.49858 3.43086
C 2.71770 1.93868 4.62494
C 1.54621 1.17312 4.63712
C 0.82889 1.00477 3.47345
C 3.42668 2.19032 5.84058
N 3.96206 2.45577 6.82196
H 0.71999 2.39236 0.36518
H -0.64452 1.88016 1.37991
H 2.81365 2.77926 1.35436
H 4.08603 3.08835 3.42956
H 1.20662 0.73251 5.56434
H -0.08067 0.41720 3.48792
*
```

Values from the calculation:
**Expectation value of S²**: 3.8569
**HOMO energy (alpha / beta)**: -16.378 / -16.310 eV

=====

Record 3
ORCA calculation (ωB97M-V/def2-TZVPD) on 3 unconnected molecules or ions with the total composition C3H10IN2O at a distorted geometry.

```
! RIJCOSX wB97M-V def2-TZVPD def2/J DEFGRID3
* xyz 1 1
C -1.85055 0.33748 -1.34414
C -0.04287 0.71315 0.19769
C -0.48205 -1.96486 0.41059
N -0.50622 0.84302 -0.98693
N 0.76521 -1.39535 0.07693
O -1.01231 -1.59623 1.39933
I 3.23563 0.69400 2.64199
H -1.86779 -0.68343 -1.16180
H -2.55938 0.76937 -0.75746
H -1.98105 0.46119 -2.31479
H -0.58754 0.40920 1.07023
H 0.73192 1.38565 0.48050
H -1.01425 -2.61019 -0.31906
H 1.25262 -1.21098 0.97753
H 0.08936 1.27645 -1.67119
H 1.16916 -1.72923 -0.73912
H 4.74736 1.05063 3.22296
*
```

Values from the calculation:
**Energy relative to the best compared isomer or geometry (same formula, charge and spin)**: 37.6 kcal per mole
**HOMO energy**: -13.203 eV

=====

Record 4
ORCA calculation (ωB97M-V/def2-TZVPD) on a molecular structure, C10H19Br3ClO13 at a distorted geometry.

```
! RIJCOSX wB97M-V def2-TZVPD def2/J DEFGRID3
* xyz 0 2
Cl -18.87758 17.66584 2.23837
O -18.34246 16.37556 2.69948
O -18.20724 17.84016 1.02317
O -20.29825 17.67204 2.02694
O -18.42977 18.73994 3.15943
C -20.04097 14.54365 0.08972
Br -19.12226 12.99117 -0.85569
Br -20.76497 13.69655 1.82345
Br -21.44395 15.24347 -1.03627
H -19.30165 15.26572 0.43629
C -22.44694 21.69085 8.80200
O -21.66032 21.02377 7.85376
C -22.28294 20.64120 6.69959
O -23.49514 20.84562 6.46232
O -21.43239 19.97259 5.89377
C -21.96175 19.46370 4.67426
H -23.50742 21.45060 8.72612
H -22.29989 22.77073 8.78441
H -22.03835 21.33398 9.74741
H -22.35541 18.48919 4.96316
H -21.29505 19.15733 3.86820
H -22.74683 20.04809 4.19445
C -19.65055 21.45542 1.43989
O -20.61785 21.75736 2.41648
C -21.09366 22.95719 2.47953
O -20.70988 23.95729 1.88642
O -21.96107 22.91940 3.46984
C -22.79704 24.01627 3.84466
H -19.95591 20.47472 1.07508
H -18.67183 21.35787 1.90968
H -19.54476 21.95416 0.47648
H -23.55850 23.66762 4.54231
H -23.30601 24.35293 2.94148
H -22.15161 24.83010 4.17511
C -27.14718 16.24363 -1.09859
O -26.44865 15.94126 0.08949
C -25.18146 16.30609 0.20860
O -24.42898 16.89109 -0.55896
O -24.81863 16.06869 1.46865
C -23.46153 16.29633 1.91472
H -26.45325 16.23224 -1.93910
H -27.47044 17.28453 -1.08737
H -27.91685 15.50069 -1.30774
H -23.23342 17.36097 1.96573
H -22.87560 15.56950 1.35213
H -23.34725 15.89999 2.92366
*
```

Values from the calculation:
**Expectation value of S²**: 0.7641
**Energy relative to the best compared isomer or geometry (same formula, charge and spin)**: 0.0 kcal per mole
**HOMO energy (alpha / beta)**: -10.328 / -10.327 eV

=====

Record 5
ORCA calculation (ωB97M-V/def2-TZVPD) on 2 unconnected molecules or ions with the total composition C2H4F2S2 at a distorted geometry.

```
! RIJCOSX wB97M-V def2-TZVPD def2/J DEFGRID3
* xyz 0 1
C 0.44982 -0.77842 0.04841
C -1.44249 0.05593 -1.22354
F -2.03834 -1.09535 -1.11737
F -2.21352 1.00372 -0.60442
S 1.02037 1.01876 2.05645
S 0.28510 -0.84714 1.70299
H 0.14711 -1.70014 -0.50273
H 1.40663 -0.26704 -0.15442
H -1.31668 0.42679 -2.25859
H 2.08117 0.64377 2.87600
*
```

Values from the calculation:
**Energy relative to the best compared isomer or geometry (same formula, charge and spin)**: 68.0 kcal per mole
**HOMO energy (alpha / beta)**: -8.213 / -7.862 eV